{
  "formula": "C4H4F2",
  "method": "wB97M-V/def2-TZVPD",
  "multiplicity": 3,
  "homo_ev": [-5.415, -10.756],
  "homo_lumo_gap_ev": [6.47, 8.01],
  "total_energy_ha": -354.31693,
  "s2": 2.01,
  "de_lowest_kj_mol": 134.4,
  "species": ["C", "C", "C", "C", "F", "F", "H", "H", "H", "H"],
  "positions_angstrom": [[0.030, -0.715, 0.472], [-0.287, 0.723, 0.273], [0.118, -1.772, -0.260], [0.150, 1.658, -0.489], [-0.094, -3.023, 0.185], [-0.141, 2.963, -0.213], [-0.212, -0.944, 1.538], [-0.811, 1.102, 1.121], [0.366, -1.721, -1.336], [0.879, 1.729, -1.292]],
  "forces_ev_per_angstrom": [[-2.7, 9.9, 7.1], [-1.0, -7.8, 4.2], [2.1, -6.5, -7.8], [2.7, 5.2, -5.1], [-0.3, 0.6, 0.3], [-0.4, -0.5, 0.5], [0.2, 0.1, -0.8], [-0.2, 0.3, 0.7], [-0.1, -0.5, 0.7], [-0.2, -0.9, 0.1]],
  "lowdin_spin": [0.46, 0.21, 0.61, 0.40, 0.15, 0.10, 0.02, 0.01, 0.03, 0.02]
}



{
  "formula": "C36H33Cl2N4O5Os",
  "method": "wB97M-V/def2-TZVPD",
  "total_charge": -1,
  "homo_ev": -3.449,
  "homo_lumo_gap_ev": 5.87,
  "total_energy_ha": -2998.08087,
  "de_lowest_kj_mol": 0.0,
  "species": ["Os", "O", "C", "O", "C", "C", "C", "C", "C", "O", "C", "C", "O", "O", "H", "H", "H", "H", "H", "H", "H", "H", "C", "C", "C", "C", "C", "C", "C", "N", "C", "N", "C", "C", "C", "C", "C", "C", "C", "N", "C", "C", "C", "C", "C", "C", "C", "H", "H", "H", "H", "H", "H", "H", "H", "H", "H", "H", "H", "H", "H", "H", "H", "H", "H", "H", "H", "H", "H", "Cl", "C", "C", "C", "C", "C", "Cl", "C", "N", "H", "H", "H"],
  "positions_angstrom": [[-1.348, 0.285, -0.342], [-4.622, -2.395, -0.407], [-3.763, -1.575, -0.707], [-2.770, -1.249, 0.028], [-3.946, -0.773, -2.003], [-4.070, 0.731, -1.703], [-4.689, 1.475, -2.884], [-3.530, 1.438, -3.914], [-2.440, 0.706, -3.130], [-2.691, 1.184, -1.778], [-2.750, -0.787, -3.010], [-1.513, -1.606, -2.590], [-1.347, -2.713, -3.093], [-0.684, -1.051, -1.771], [-4.855, -1.146, -2.473], [-4.464, 0.976, -0.720], [-4.936, 2.499, -2.605], [-5.594, 0.982, -3.235], [-3.205, 2.444, -4.180], [-3.786, 0.905, -4.829], [-1.412, 0.934, -3.392], [-3.072, -1.198, -3.966], [2.868, -3.255, 2.450], [3.728, -2.051, 2.705], [5.101, -2.169, 2.889], [5.903, -1.055, 3.098], [5.332, 0.207, 3.146], [3.961, 0.342, 2.989], [3.163, -0.771, 2.751], [1.763, -0.600, 2.572], [1.189, -0.221, 1.357], [2.000, 0.551, 0.574], [1.901, 0.771, -0.834], [0.893, 1.614, -1.324], [0.882, 1.891, -2.696], [1.834, 1.341, -3.532], [2.813, 0.492, -3.032], [2.849, 0.195, -1.673], [3.892, -0.737, -1.114], [-0.026, -0.567, 1.058], [-0.677, -1.470, 1.966], [-1.242, -0.955, 3.129], [-1.893, -1.784, 4.027], [-1.973, -3.143, 3.762], [-1.407, -3.651, 2.605], [-0.756, -2.837, 1.681], [-0.227, -3.426, 0.407], [3.477, -4.155, 2.377], [2.300, -3.145, 1.525], [2.134, -3.408, 3.246], [5.549, -3.154, 2.852], [6.971, -1.176, 3.225], [5.945, 1.082, 3.318], [3.486, 1.314, 3.050], [1.181, -1.257, 3.075], [2.938, 0.634, 0.931], [0.118, 2.555, -3.083], [1.808, 1.565, -4.592], [3.543, 0.044, -3.696], [4.449, -1.211, -1.922], [3.437, -1.524, -0.508], [4.613, -0.217, -0.475], [-1.177, 0.113, 3.305], [-2.343, -1.368, 4.920], [-2.487, -3.804, 4.449], [-1.490, -4.711, 2.390], [-1.010, -3.453, -0.349], [0.125, -4.446, 0.574], [0.572, -2.828, -0.027], [1.546, 4.559, -1.463], [-0.053, 4.492, -0.759], [-0.717, 5.697, -0.605], [-1.931, 5.777, 0.058], [-2.448, 4.613, 0.620], [-1.786, 3.424, 0.442], [-2.389, 1.996, 1.274], [-0.594, 3.255, -0.321], [-0.095, 2.025, -0.446], [-0.248, 6.586, -1.006], [-2.448, 6.721, 0.161], [-3.360, 4.627, 1.203]],
  "forces_ev_per_angstrom": [[-0.9, 0.6, 1.0], [-0.1, -0.2, 0.0], [-0.2, 0.3, 0.0], [0.4, -0.2, 0.0], [0.0, 0.0, -0.1], [0.0, -0.1, 0.0], [0.0, 0.0, 0.0], [0.0, 0.0, 0.0], [0.0, 0.0, 0.0], [0.0, 0.0, -0.1], [0.0, 0.0, 0.0], [0.1, -0.1, 0.0], [0.0, 0.2, 0.0], [0.3, 0.0, -0.1], [0.0, 0.0, 0.0], [0.0, 0.0, 0.0], [0.0, 0.0, 0.0], [0.0, 0.0, 0.0], [0.0, 0.0, 0.0], [0.0, 0.0, 0.0], [0.0, 0.0, 0.0], [0.0, 0.0, 0.0], [0.0, 0.0, 0.0], [0.0, 0.0, 0.0], [0.0, 0.0, 0.0], [0.0, 0.0, 0.0], [0.0, 0.0, 0.0], [0.0, 0.0, 0.0], [0.0, 0.0, 0.0], [0.0, -0.1, 0.0], [0.0, 0.0, -0.2], [-0.1, -0.2, 0.0], [-0.2, 0.1, 0.0], [0.3, 0.0, -0.3], [0.0, -0.1, 0.1], [0.0, -0.1, 0.0], [0.0, 0.0, 0.0], [0.0, 0.0, 0.0], [0.0, 0.0, 0.0], [0.0, 0.1, 0.2], [0.1, 0.0, 0.0], [-0.1, 0.0, 0.0], [0.0, 0.0, 0.0], [0.0, 0.0, 0.0], [0.0, 0.0, 0.0], [0.0, 0.1, 0.0], [0.1, 0.1, 0.0], [0.0, 0.0, 0.0], [0.0, 0.0, 0.0], [0.0, 0.0, 0.0], [0.0, 0.0, 0.0], [0.0, 0.0, 0.0], [0.0, 0.0, 0.0], [0.0, 0.0, 0.0], [0.0, 0.0, 0.0], [0.0, 0.0, 0.0], [0.0, 0.0, 0.0], [0.0, 0.0, 0.0], [0.0, 0.0, 0.0], [0.0, 0.0, 0.0], [0.0, 0.0, 0.0], [0.0, 0.0, 0.0], [0.0, 0.0, 0.0], [0.0, 0.0, 0.0], [0.0, 0.0, 0.0], [0.0, 0.0, 0.0], [-0.1, 0.0, -0.1], [0.0, 0.0, 0.0], [0.0, 0.0, 0.0], [0.0, 0.2, 0.1], [0.0, 0.1, -0.1], [0.0, 0.0, 0.0], [0.0, 0.0, 0.0], [0.0, 0.0, 0.0], [0.0, 0.1, 0.0], [0.3, -0.4, -0.5], [-0.1, 0.0, 0.1], [0.1, -0.5, -0.3], [0.0, 0.0, 0.0], [0.0, 0.0, 0.0], [0.0, 0.0, 0.0]],
  "mulliken_charge": [2.22, -0.84, 0.12, -0.81, -0.14, -0.04, -1.08, -1.07, 0.06, -0.35, 0.00, -0.17, -0.80, -0.85, 0.50, 0.64, 0.34, 0.42, 0.32, 0.42, 0.21, 0.55, -1.00, 0.75, -0.88, -0.61, -0.76, 0.05, -0.37, -0.07, 0.14, 0.35, -0.02, -0.63, -0.33, -0.98, -1.25, 1.49, -1.24, 0.15, -1.12, 0.54, -1.03, -0.67, -1.29, 2.00, -1.68, 0.43, 0.05, 0.29, 0.37, 0.39, 0.40, 0.53, 0.51, 0.25, 0.55, 0.41, 0.35, 0.44, 0.10, 0.31, 0.46, 0.41, 0.41, 0.47, 0.36, 0.55, 0.04, -0.24, 0.53, -0.52, -0.66, -0.55, 0.80, -0.34, -0.63, 0.15, 0.40, 0.37, 0.43]
}



{
  "formula": "C10H28BrN2O4",
  "method": "wB97M-V/def2-TZVPD",
  "total_charge": -1,
  "homo_ev": -4.672,
  "homo_lumo_gap_ev": 7.37,
  "total_energy_ha": -3382.25569,
  "de_lowest_kj_mol": 0.0,
  "species": ["Br", "C", "C", "O", "O", "H", "H", "H", "H", "H", "H", "C", "C", "C", "O", "C", "N", "H", "H", "H", "H", "H", "H", "H", "H", "H", "H", "H", "C", "C", "C", "O", "C", "N", "H", "H", "H", "H", "H", "H", "H", "H", "H", "H", "H"],
  "positions_angstrom": [[0.343, -1.249, 1.116], [-2.958, 3.226, 0.159], [-2.808, 1.783, 0.706], [-1.729, 1.734, 1.639], [-3.643, 3.194, -0.863], [-2.062, 3.706, -0.156], [-3.351, 3.885, 0.889], [-2.589, 1.041, -0.061], [-3.793, 1.444, 1.198], [-1.382, 0.858, 1.673], [-3.323, 3.902, -1.422], [-1.505, -3.062, -1.581], [-0.643, -2.820, -2.822], [-1.567, -2.528, -3.963], [-2.285, -3.772, -4.159], [-3.344, -3.648, -5.149], [0.206, -1.709, -2.573], [-2.139, -3.933, -1.752], [-2.155, -2.222, -1.321], [-0.932, -3.227, -0.704], [-0.011, -3.702, -3.053], [-1.145, -2.208, -4.901], [-2.235, -1.720, -3.637], [-2.977, -3.184, -6.058], [-4.141, -2.991, -4.762], [-3.790, -4.635, -5.229], [0.329, -1.567, -1.551], [-0.131, -0.822, -2.914], [4.277, -0.591, 2.967], [3.350, 0.697, 2.823], [3.926, 1.965, 3.421], [3.191, 3.043, 2.863], [2.168, 3.478, 3.742], [3.205, 0.864, 1.445], [4.015, -1.407, 2.342], [4.322, -1.040, 3.976], [5.246, -0.246, 2.615], [2.329, 0.503, 3.159], [4.914, 2.148, 3.059], [3.897, 1.966, 4.575], [2.601, 3.779, 4.642], [1.294, 2.765, 3.870], [1.795, 4.337, 3.257], [2.705, 1.787, 1.372], [2.528, 0.177, 1.113]],
  "forces_ev_per_angstrom": [[-0.1, 0.2, 0.1], [5.5, -1.4, 7.2], [0.1, -0.3, 1.5], [-1.1, 1.6, 0.1], [-6.8, 0.1, -9.6], [2.2, -0.2, 1.0], [-0.6, 0.6, 1.7], [-0.2, 0.3, -0.6], [1.1, 0.6, -0.6], [0.7, -1.4, -0.1], [-0.7, -0.2, -0.6], [-0.9, -0.9, -0.7], [-0.3, 0.0, 0.7], [-1.2, -1.3, 0.2], [-0.9, 0.9, -1.4], [0.5, 0.4, 2.0], [1.6, 1.3, 1.0], [-0.1, -0.1, 0.1], [0.1, 0.2, -0.4], [0.8, -0.2, 0.7], [-0.5, 0.2, 0.1], [0.7, 0.0, -0.5], [-0.3, -0.1, 0.0], [0.1, -0.4, -0.5], [0.2, 0.0, 0.0], [0.2, -0.1, -0.5], [0.1, -0.1, -0.8], [-0.3, 0.0, -0.2], [-0.2, 1.6, 1.4], [0.5, -2.8, 1.2], [-0.7, -0.3, 0.9], [-0.3, 0.3, 1.2], [-1.1, -1.2, -1.7], [-0.7, 2.2, -2.7], [-0.8, -0.4, -0.9], [0.2, 0.6, -0.1], [0.4, -0.1, 0.2], [0.1, -0.1, 1.2], [1.0, -0.3, 0.0], [0.1, 0.0, -1.6], [0.5, 0.3, 1.9], [1.2, 0.5, 0.0], [-0.8, 1.1, -0.4], [0.7, -1.3, -0.5], [0.1, 0.0, -0.1]],
  "mulliken_charge": [-0.86, -0.46, -0.09, -0.45, -0.46, 0.31, 0.22, 0.12, 0.19, 0.21, 0.34, -1.27, 0.55, -0.77, -0.30, -0.73, -0.65, 0.37, 0.19, 0.42, 0.15, 0.47, 0.31, 0.29, 0.30, 0.24, 0.14, 0.26, -1.46, 0.48, -0.58, -0.39, -0.74, -0.82, 0.35, 0.33, 0.35, 0.33, 0.35, 0.31, 0.38, 0.24, 0.28, 0.36, 0.17]
}



{
  "formula": "C6H8",
  "method": "wB97M-V/def2-TZVPD",
  "homo_ev": -8.699,
  "homo_lumo_gap_ev": 9.78,
  "total_energy_ha": -233.33932,
  "de_lowest_kj_mol": 125.2,
  "species": ["C", "C", "C", "C", "C", "C", "H", "H", "H", "H", "H", "H", "H", "H"],
  "positions_angstrom": [[-1.852, 0.985, -0.397], [-0.999, 0.039, -0.778], [1.439, 0.936, 0.366], [1.668, -0.380, 0.335], [0.594, -1.363, 0.547], [-0.631, -1.139, 0.054], [-2.236, 1.013, 0.622], [-2.163, 1.774, -1.073], [-0.546, 0.074, -1.773], [0.505, 1.340, 0.741], [2.172, 1.654, 0.024], [2.658, -0.753, 0.072], [0.810, -2.305, 1.055], [-1.420, -1.875, 0.205]],
  "forces_ev_per_angstrom": [[0.0, -0.2, -0.1], [-0.4, 0.0, 0.0], [0.3, -0.1, 0.2], [0.0, 0.2, -0.1], [-0.2, 0.1, -0.1], [0.1, -0.1, 0.1], [-0.1, -0.1, -0.2], [0.1, 0.0, 0.1], [-0.2, 0.0, 0.2], [0.2, -0.1, -0.2], [0.2, -0.1, 0.2], [-0.2, 0.0, -0.1], [0.0, 0.3, -0.1], [0.1, 0.1, 0.0]],
  "mulliken_charge": [-0.65, -0.42, -0.67, -0.16, -0.20, -0.29, 0.28, 0.27, 0.32, 0.24, 0.27, 0.31, 0.36, 0.34]
}